1.
The following is a quantum chemistry calculation of a 3-piece molecular cluster, C2H11N2O2 overall, from OMol25.

Structure (XYZ):
```
17
Properties=species:S:1:pos:R:3:forces:R:3:nbo_charge:R:1
C -0.847 -0.172 0.028 0.238 -4.510 0.645 0.080
C -0.944 -0.581 -1.318 0.118 4.663 6.223 -0.211
N -0.094 0.378 -1.997 -0.456 -0.786 -4.341 -0.675
N -0.926 -1.038 1.182 -4.050 0.742 -4.315 -0.813
H -0.461 0.823 0.275 0.175 -0.420 -0.207 0.202
H -1.324 -1.405 -1.761 -0.845 -2.374 -1.407 0.241
H 0.763 0.091 -1.608 2.137 0.571 -0.384 0.454
H -0.217 1.368 -1.960 -0.472 1.054 0.953 0.449
H -0.092 0.261 -3.043 0.352 -0.371 1.028 0.449
H -1.600 -1.823 1.214 0.843 0.881 -0.460 0.403
H -0.254 -1.117 1.852 2.101 0.734 2.270 0.417
H -1.439 -0.636 4.730 0.319 -0.233 -0.032 0.484
H -0.333 -1.753 4.812 -0.587 1.308 -0.588 0.484
O -0.625 -0.948 4.307 0.339 -1.144 0.564 -0.965
H 3.163 2.304 -3.346 -1.367 -0.912 0.440 0.486
H 3.370 2.524 -1.939 -2.547 -1.777 -0.859 0.488
O 2.664 2.011 -2.529 3.702 2.574 0.470 -0.972
```
Forces are in eV/Å.

Calculated values
- Electronic energy: -9318.719 eV
- Maximum force: 7.8 eV/Å
- Relative energy (zero: lowest compared OMol25 entry of this formula, charge and spin): 82.73 kcal per mole
- LUMO energy: -3.282 eV
- Net charge: +1
- HOMO-LUMO gap: 0.3431 hartree



2.
The following is a quantum chemistry calculation of an isolated ion of composition C10H11N2S and charge +1, from OMol25.

Structure (XYZ):
```
24
Properties=species:S:1:pos:R:3:forces:R:3:nbo_charge:R:1
C 3.246 2.160 0.210 -1.688 0.382 0.188 -0.216
C 1.902 2.704 0.003 -1.986 -0.854 1.424 -0.237
C -0.498 -2.507 -0.177 1.532 -1.126 -0.284 -0.232
C 3.109 0.839 0.131 1.894 -2.216 0.198 -0.051
C 0.611 -3.237 -0.103 0.989 1.103 0.640 -0.292
C -0.254 -1.122 -0.312 0.748 0.781 0.390 -0.340
C 1.032 1.629 -0.043 -1.354 1.011 -2.555 -0.109
C 1.186 -0.806 -0.169 1.929 0.131 0.393 0.276
C -1.026 -0.062 -0.507 -2.875 1.880 -1.179 0.078
C -3.199 0.455 0.607 0.566 5.129 -1.647 -0.430
N 1.791 0.417 -0.061 -1.823 0.358 -0.163 -0.381
N -2.641 -0.186 -0.599 0.657 -3.518 0.514 -0.586
S 2.143 -2.279 -0.031 -1.956 0.745 -0.304 0.455
H 4.108 2.652 0.598 0.489 0.316 -0.357 0.251
H 1.439 3.702 0.188 1.114 -0.721 -0.597 0.252
H -1.424 -2.992 -0.191 -1.399 -0.374 0.017 0.235
H 3.897 0.111 0.265 -0.115 -0.090 0.019 0.225
H 0.687 -4.257 0.134 0.111 -1.185 -0.131 0.249
H -0.079 1.443 -0.494 2.620 0.904 1.789 0.291
H -3.954 -0.004 1.136 -1.387 -1.761 0.728 0.236
H -2.397 0.798 1.259 0.070 -0.366 0.004 0.245
H -3.660 1.452 0.207 0.696 -1.649 0.975 0.229
H -2.978 0.265 -1.455 0.443 -0.098 0.330 0.443
H -3.040 -1.175 -0.597 0.727 1.218 -0.392 0.407
```
Forces are in eV/Å.

Calculated values
- Electronic energy: -24351.917 eV
- Maximum force: 5.4 eV/Å
- Relative energy (zero: lowest compared OMol25 entry of this formula, charge and spin): 110.75 kcal per mole
- LUMO energy: -4.802 eV
- Net charge: +1
- HOMO-LUMO gap: 0.2634 hartree



3.
The following is a quantum chemistry calculation of a 4-piece molecular cluster, C42H72ClFN5O7 overall, from OMol25.

Structure (XYZ):
```
128
Properties=species:S:1:pos:R:3:forces:R:3:lowdin_spin:R:1
C 4.617 -2.301 2.580 0.606 -0.248 0.239 0.000
C 5.170 -3.066 1.228 -0.696 -0.794 0.922 0.000
O 4.806 -2.369 -0.016 2.505 0.079 0.605 0.000
C 5.929 -1.605 -0.581 -0.018 1.068 -0.758 0.000
C 6.026 -0.043 -0.013 1.600 -0.935 0.453 0.000
O 5.157 0.899 -0.741 -2.433 -0.570 2.519 -0.001
C 3.821 1.011 -0.120 -4.535 -1.235 0.502 -0.008
C 3.394 2.149 0.991 -2.939 -2.346 -0.908 0.012
C 1.830 2.147 1.567 2.790 -1.494 -2.365 -0.014
Cl 1.469 3.496 2.843 0.387 -2.389 -2.190 -0.002
C 0.669 1.069 1.065 0.646 0.447 0.242 0.005
N -0.701 1.221 1.660 0.692 -5.194 -4.735 -0.006
C -1.626 0.178 1.097 2.216 0.561 -0.033 0.006
C -3.210 0.246 1.622 0.863 1.473 -1.215 0.000
O -3.517 -0.733 2.676 0.812 -0.660 -5.609 0.000
O -3.798 -0.154 3.815 -1.706 3.564 4.443 0.000
C -1.196 -0.981 0.039 2.123 1.109 0.095 -0.006
C -2.327 -2.103 -0.458 2.113 0.020 -0.319 0.000
C -2.047 -3.557 0.291 -0.778 0.399 0.685 0.000
F -1.259 -3.395 1.548 -1.594 -0.245 -2.731 0.000
N 0.182 -1.128 -0.545 -3.032 4.451 4.334 0.007
C 1.099 -0.059 -0.023 1.254 0.652 0.153 -0.004
C 2.651 -0.045 -0.600 0.710 2.281 1.730 0.014
H 3.447 -2.237 2.596 2.303 -0.271 -0.126 0.000
H 5.012 -2.932 3.506 -1.022 1.265 -1.880 0.000
H 5.030 -1.215 2.728 -0.704 -2.083 -0.488 0.000
H 6.331 -3.302 1.278 -2.333 0.732 -0.088 0.000
H 4.616 -4.121 1.206 1.176 2.287 -0.091 0.000
H 5.752 -1.499 -1.756 0.201 -0.299 2.564 0.000
H 6.981 -2.148 -0.455 -2.249 1.074 0.039 0.000
H 7.159 0.282 -0.199 -2.528 -0.419 0.144 0.000
H 5.863 0.036 1.147 0.087 -0.272 -2.299 0.000
H 4.209 2.937 1.322 -2.067 -1.651 -0.615 0.001
H -3.375 1.376 1.972 0.471 -2.592 -0.353 0.000
H -3.984 0.098 0.727 1.887 0.034 1.842 0.000
H -4.489 0.585 3.686 1.091 -1.677 -0.119 0.000
H -3.430 -1.737 -0.327 2.354 -0.695 -0.140 0.000
H -2.069 -2.293 -1.607 -0.786 0.551 2.468 0.000
H -3.109 -3.958 0.615 2.367 0.549 -0.564 0.000
H -1.489 -4.317 -0.404 -0.941 1.626 1.521 0.000
H 2.968 -0.847 -1.414 -0.899 1.831 2.027 0.000
C -8.919 -2.641 4.963 -0.316 -0.173 0.177 0.001
C -8.423 -1.354 4.242 0.849 -1.797 0.169 0.021
C -7.432 -0.544 5.129 -0.155 0.266 -0.012 0.013
C -8.085 0.307 6.207 0.009 0.024 0.064 0.001
C -9.177 1.186 5.609 0.228 -0.144 -0.185 0.012
C -10.232 0.362 4.829 -1.640 0.525 1.119 0.022
N -9.613 -0.551 3.800 2.591 3.574 -2.534 0.306
O -9.204 0.251 2.719 -1.440 -2.308 2.579 0.619
C -11.077 -0.441 5.858 0.105 -0.274 0.050 0.001
C -11.275 1.342 4.202 0.578 -0.112 -0.550 -0.001
C -7.564 -1.928 3.059 -0.431 0.739 -0.246 -0.001
H -9.912 -2.565 5.400 0.102 0.204 0.055 0.001
H -9.002 -3.485 4.266 0.167 0.288 0.020 0.000
H -8.234 -2.945 5.762 -0.020 0.100 -0.157 0.000
H -6.842 0.129 4.492 -0.201 -0.123 -0.146 0.002
H -6.707 -1.219 5.600 -0.208 -0.087 -0.298 0.001
H -8.482 -0.329 7.004 -0.057 0.033 -0.040 0.000
H -7.325 0.944 6.675 -0.084 -0.123 -0.023 0.001
H -9.657 1.755 6.415 -0.196 -0.167 -0.249 0.001
H -8.712 1.931 4.949 -0.127 -0.185 -0.102 0.003
H -11.787 -1.109 5.352 0.196 0.108 0.045 0.001
H -11.665 0.232 6.495 0.194 0.066 -0.333 0.000
H -10.476 -1.031 6.550 -0.004 -0.040 -0.132 0.000
H -10.815 2.086 3.539 0.017 -0.351 0.053 -0.001
H -11.799 1.911 4.980 0.263 -0.335 0.070 0.000
H -12.034 0.796 3.631 0.184 0.021 0.046 0.000
H -8.187 -2.466 2.334 0.009 0.174 0.178 0.000
H -6.814 -2.634 3.436 -0.309 0.168 0.250 0.000
H -7.013 -1.148 2.519 -0.258 -0.060 0.129 -0.001
C -1.818 -4.425 -4.136 -0.339 -0.176 -0.106 0.001
C -0.347 -4.273 -4.622 -0.809 0.418 1.772 0.021
C -0.040 -2.815 -5.074 0.182 -0.085 -0.291 0.013
C -0.541 -2.455 -6.464 -0.034 0.059 -0.029 0.001
C -0.078 -3.486 -7.485 0.144 0.021 0.291 0.012
C -0.494 -4.927 -7.094 -1.130 -0.397 -1.644 0.021
N -0.078 -5.293 -5.692 4.924 0.969 -0.541 0.302
O 1.310 -5.526 -5.714 -3.756 0.133 0.127 0.624
C -2.034 -5.052 -7.275 -0.149 0.054 0.250 0.001
C 0.070 -5.921 -8.160 0.552 0.059 0.583 -0.001
C 0.479 -4.494 -3.305 0.431 -0.357 -0.735 -0.001
H -2.494 -4.873 -4.860 0.110 0.153 -0.118 0.001
H -1.886 -5.090 -3.265 0.228 0.160 -0.131 0.000
H -2.247 -3.461 -3.842 0.140 -0.065 -0.052 0.000
H 1.046 -2.654 -5.066 -0.086 -0.261 0.059 0.002
H -0.452 -2.099 -4.352 0.039 -0.346 0.088 0.001
H -1.632 -2.362 -6.462 0.009 -0.061 -0.051 0.000
H -0.152 -1.469 -6.745 -0.088 -0.106 0.065 0.001
H -0.490 -3.223 -8.468 -0.018 -0.336 0.119 0.001
H 1.013 -3.420 -7.588 -0.102 -0.192 0.124 0.003
H -2.394 -6.030 -6.931 0.117 0.192 -0.001 0.001
H -2.314 -4.958 -8.332 0.346 -0.055 0.170 0.000
H -2.597 -4.273 -6.763 0.060 -0.089 0.076 0.000
H 1.160 -5.860 -8.263 -0.240 -0.019 0.265 -0.001
H -0.342 -5.708 -9.154 -0.136 0.179 0.367 0.000
H -0.196 -6.955 -7.912 0.061 0.169 0.061 0.000
H 0.381 -5.523 -2.938 -0.008 0.139 -0.195 0.000
H 0.123 -3.826 -2.511 -0.186 0.011 -0.342 0.000
H 1.547 -4.280 -3.435 -0.260 -0.127 -0.116 -0.001
C 9.210 4.620 -0.742 0.324 0.065 0.257 0.001
C 7.672 4.845 -0.817 1.257 -1.141 -1.200 0.022
C 7.303 5.945 -1.856 -0.268 0.182 0.210 0.013
C 7.493 7.374 -1.372 0.038 0.063 -0.034 0.001
C 6.794 7.585 -0.034 -0.088 -0.264 -0.206 0.012
C 7.256 6.563 1.036 0.740 1.365 1.380 0.022
N 7.152 5.135 0.562 -4.962 0.117 -1.255 0.312
O 5.789 4.785 0.581 3.687 0.576 0.384 0.610
C 8.714 6.915 1.445 0.209 -0.155 -0.160 0.001
C 6.449 6.812 2.351 -0.416 -0.551 -0.433 -0.001
C 7.152 3.493 -1.425 -0.625 0.394 0.614 -0.001
H 9.700 5.096 0.104 -0.137 0.165 -0.078 0.001
H 9.455 3.556 -0.622 -0.252 0.176 -0.117 0.000
H 9.714 4.968 -1.649 -0.162 -0.051 0.077 0.000
H 6.250 5.834 -2.144 0.082 -0.170 0.209 0.002
H 7.880 5.803 -2.779 -0.011 -0.260 0.269 0.001
H 8.559 7.613 -1.303 -0.025 0.004 0.076 0.000
H 7.073 8.066 -2.111 0.094 -0.090 0.071 0.001
H 6.984 8.610 0.309 0.039 -0.281 0.228 0.001
H 5.709 7.513 -0.185 0.123 -0.187 0.114 0.003
H 9.121 6.171 2.141 -0.108 0.085 -0.178 0.001
H 8.756 7.888 1.951 -0.306 -0.233 -0.088 0.000
H 9.393 7.008 0.598 -0.047 -0.125 0.032 0.000
H 5.365 6.739 2.206 0.287 -0.184 -0.087 -0.001
H 6.635 7.820 2.743 0.216 -0.189 -0.323 0.000
H 6.741 6.100 3.131 -0.040 0.030 -0.178 0.000
H 7.307 2.656 -0.734 -0.060 0.260 -0.049 0.000
H 7.689 3.258 -2.353 0.145 0.319 0.258 0.000
H 6.087 3.528 -1.684 0.223 0.039 0.245 0.000
```
Forces are in eV/Å.

Calculated values
- Electronic energy: -81719.458 eV
- Maximum force: 7.1 eV/Å
- 2S+1: 4
- LUMO energy (alpha / beta): -1.211 / -1.212 eV
- Net charge: 0
- HOMO-LUMO gap (alpha / beta): 0.2519 / 0.2518 hartree